C9H17N2O | wB97M-V/def2-TZVPD

Each line ends with the natural charge from an NBO analysis.
CARTESIAN COORDINATES (ANGSTROEM)
C -0.2322 2.8325 -0.1974  -0.3626
C 0.0918 1.5325 -0.0866  0.0735
N 1.2508 1.1061 0.4563  -0.4495
C 2.0445 0.1499 0.2412  0.3825
C 3.1689 -0.0887 1.1821  -0.6859
C 1.8302 -0.7425 -0.9493  -0.5183
C 0.4934 -1.4627 -1.1015  -0.2189
N -0.7405 -0.5709 -1.2799  -0.5847
C -1.1068 0.4567 -0.0785  0.4548
C -2.5740 0.8311 -0.3373  -0.6980
O -0.8147 -0.2465 1.0576  -0.5242
C -1.8144 -1.1896 1.4904  -0.2999
H 0.5584 3.6194 -0.3203  0.2299
H -1.2272 3.2158 -0.1902  0.2097
H 4.0541 -0.3245 0.5110  0.2389
H 3.0569 -1.0228 1.8758  0.2505
H 3.2265 0.7362 1.9854  0.2732
H 2.2397 -0.1347 -1.8277  0.2514
H 2.5766 -1.4588 -0.8295  0.2452
H 0.4482 -2.1949 -1.9147  0.2416
H 0.4558 -1.9377 -0.1329  0.2404
H -0.8460 -0.0178 -2.1602  0.4502
H -1.3887 -1.3736 -1.1972  0.4284
H -3.2354 0.0344 -0.4501  0.2347
H -2.7006 1.3603 -1.3239  0.2482
H -3.0009 1.4578 0.4839  0.2727
H -1.1081 -1.9093 2.0252  0.2152
H -2.2664 -1.8039 0.7627  0.1749
H -2.4399 -0.8538 2.3055  0.2259

Output
SMILES: C=C1N=C(C)CC[NH2+][C@@]1(C)OC
Strongest force on any atom: 4.681 eV/Å
ΔE to the lowest compared entry with this formula, charge and spin: 3.071 eV
E_tot: -14626.8004 eV
Spin multiplicity: 1
HOMO: -11.77 eV
LUMO level: -3.13 eV
Orbital gap: 8.6 eV
Net charge: +1

C3H8N3S | wB97M-V/def2-TZVPD

Each line ends with the natural charge from an NBO analysis.
CARTESIAN COORDINATES (ANGSTROEM)
C 0.0702 -0.0905 -0.0283  0.4874
C 1.6070 1.8551 0.0845  -0.0613
C -1.9207 -1.5816 0.2306  -0.3794
N 1.2886 0.3685 -0.1643  -0.6018
N 0.3492 2.5365 0.1017  -0.7128
N -0.5489 -1.2279 -0.2434  -0.5528
S -0.7802 1.7177 1.0060  0.4271
H 2.1851 1.7751 1.0482  0.2366
H 2.3207 2.2962 -0.6893  0.2442
H -2.6341 -1.1496 -0.4003  0.2248
H -2.0240 -1.3652 1.2180  0.2183
H -2.0339 -2.5720 0.1485  0.2257
H 2.0737 -0.0388 -0.6572  0.4312
H -0.0378 2.8701 -0.6969  0.3988
H -0.0002 -1.9391 -0.6623  0.4140

Output
Strongest force on any atom: 4.474 eV/Å
ΔE to the lowest compared entry with this formula, charge and spin: 1.808 eV
E_tot: -18537.6981 eV
Spin multiplicity: 1
HOMO: -13.67 eV
LUMO level: -4.42 eV
Orbital gap: 9.2 eV
Net charge: +1

C3H6N4 | wB97M-V/def2-TZVPD

Each line ends with the natural charge from an NBO analysis.
CARTESIAN COORDINATES (ANGSTROEM)
C 1.8205 0.1384 0.4521  -0.4136
N 0.9111 -0.4172 -0.5239  -0.4394
N -0.4654 -0.2195 -0.2500  -0.2368
C -1.4462 -1.1277 0.0259  0.1636
N -2.6027 -0.5629 0.2143  -0.2906
N -2.4113 0.7792 0.0213  -0.2717
C -1.1561 0.9989 -0.1307  0.1153
H 2.8312 -0.1798 0.1787  0.2162
H 1.6658 1.2202 0.4502  0.1749
H 1.5256 -0.2217 1.4235  0.2087
H 1.1618 -0.1684 -1.4291  0.3620
H -1.1019 -2.1695 0.0341  0.2101
H -0.7325 1.9300 -0.4664  0.2014

Output
SMILES: CNn1cnnc1
Strongest force on any atom: 2.923 eV/Å
ΔE to the lowest compared entry with this formula, charge and spin: 2.263 eV
E_tot: -9166.5931 eV
Spin multiplicity: 1
HOMO: -9.61 eV
LUMO level: 0.74 eV
Orbital gap: 10.4 eV
Net charge: 0

C3H8N | wB97M-V/def2-TZVPD

Each line ends with the natural charge from an NBO analysis.
CARTESIAN COORDINATES (ANGSTROEM)
C -1.4333 0.8220 -0.1141  0.0627
C 0.8250 0.6327 0.9656  -0.4509
C 0.3396 -1.4721 -0.9896  -0.0772
N -0.3167 0.3241 0.1727  -0.3051
H -2.0107 0.4380 -0.8641  0.2075
H -1.8896 1.6749 0.5553  0.2183
H 1.5989 0.4560 0.1347  0.2279
H 1.0584 -0.0011 1.8467  0.2596
H 0.8549 1.6126 1.3364  0.2408
H 0.9872 -1.5620 -0.2109  0.1974
H 0.5593 -0.8401 -1.7236  0.1884
H -0.5730 -2.0850 -1.1092  0.2307

Output
Strongest force on any atom: 5.293 eV/Å
ΔE to the lowest compared entry with this formula, charge and spin: 3.479 eV
E_tot: -4719.9476 eV
Spin multiplicity: 1
HOMO: -15.78 eV
LUMO level: -6.02 eV
Orbital gap: 9.8 eV
Net charge: +1

C4H10Si | wB97M-V/def2-TZVPD

Each line ends with the natural charge from an NBO analysis.
CARTESIAN COORDINATES (ANGSTROEM)
C 2.2263 0.7266 0.3433  -0.4379
C 1.0167 0.2010 0.6058  -0.1526
C -0.1348 -0.0707 -0.4820  -0.6726
C -0.3864 -1.5458 -0.6398  -0.6149
Si -1.5905 0.8978 0.2698  0.8836
H 2.8543 1.1288 1.2110  0.2185
H 2.4051 0.9110 -0.6982  0.2018
H 0.5261 0.0046 1.6383  0.1888
H 0.2762 0.2257 -1.4426  0.2325
H -1.1322 -1.9382 0.1310  0.1948
H -0.9568 -1.8265 -1.5998  0.2125
H 0.4352 -2.2549 -0.6051  0.2195
H -2.5302 1.2510 -0.7204  -0.1751
H -0.7505 2.1336 0.6555  -0.1437
H -2.2585 0.1559 1.3332  -0.1551

Output
SMILES: C=C[C@@H](C)[SiH3]
Strongest force on any atom: 3.839 eV/Å
ΔE to the lowest compared entry with this formula, charge and spin: 0.653 eV
E_tot: -12185.5475 eV
Spin multiplicity: 1
HOMO: -9.62 eV
LUMO level: 1.03 eV
Orbital gap: 10.6 eV
Net charge: 0

C33H31N2OS | wB97M-V/def2-TZVPD

Each line ends with the natural charge from an NBO analysis.
CARTESIAN COORDINATES (ANGSTROEM)
C -0.5358 3.5287 -0.0556  -0.6031
C 0.5023 3.0009 -1.0288  -0.2106
C 0.8864 4.1802 -1.9474  -0.6128
C -0.0736 1.7832 -1.7641  -0.0631
C 0.5078 1.6725 -3.1592  -0.4201
C -0.2219 0.6354 -3.9496  -0.2085
N -0.3616 -0.5550 -3.1171  -0.4382
C -0.7495 -1.7621 -3.7010  0.2238
C -0.8321 -2.7897 -2.7624  -0.2299
C -1.3586 -4.0239 -3.1475  -0.1998
C -1.7289 -4.2251 -4.4885  -0.2204
C -1.6149 -3.1937 -5.4352  -0.1896
C -1.1361 -1.9359 -5.0336  -0.2638
S -0.3164 -2.2311 -1.1846  0.3389
C -0.1713 -0.5478 -1.7519  0.3238
N 0.0249 0.5172 -1.0136  -0.5669
H -1.3437 4.0408 -0.6005  0.2078
H -0.9761 2.7437 0.5543  0.2039
H -0.0532 4.2497 0.6089  0.2083
H 1.4084 2.6664 -0.4997  0.2000
H -0.0058 4.6110 -2.4243  0.2058
H 1.3430 4.9703 -1.3386  0.2193
H 1.6093 3.9085 -2.7247  0.2114
H -1.1522 2.0057 -1.8923  0.1789
H 0.3988 2.6196 -3.6904  0.2331
H 1.5835 1.4491 -3.0758  0.2123
H -1.2146 0.9809 -4.2751  0.2027
H 0.3425 0.3726 -4.8480  0.2155
H -1.4807 -4.7890 -2.3858  0.2238
H -2.1181 -5.1954 -4.7951  0.2284
H -1.9080 -3.3612 -6.4798  0.2308
H -1.0760 -1.1054 -5.7402  0.2262
C -1.7039 -5.6133 3.1133  -0.2637
O -2.3747 -4.5003 2.4844  -0.4653
C -1.6018 -3.4268 2.1577  0.3971
C -2.2616 -2.3115 1.5812  -0.2569
C -1.5554 -1.1679 1.3014  -0.1079
C -0.1879 -1.0567 1.6532  -0.2321
C 0.4425 0.2195 1.7216  0.3805
C 1.8750 0.4442 1.6588  -0.1965
C 2.1580 1.7050 2.2714  0.0846
C 3.4674 2.0910 2.5467  -0.2178
C 4.5029 1.1870 2.2940  -0.1344
C 4.2351 -0.0401 1.6456  -0.2381
C 2.9285 -0.3765 1.2543  -0.0641
C 0.8864 2.2863 2.6990  -0.0155
C -0.1615 1.3539 2.3889  -0.0867
C -1.4798 1.6536 2.7518  -0.1375
C -1.7462 2.8959 3.3480  -0.2191
C -0.7100 3.7950 3.6607  -0.1288
C 0.6136 3.4823 3.3393  -0.1951
C 0.4871 -2.2156 2.1038  -0.0384
C -0.2018 -3.3803 2.3771  -0.3452
H -2.4646 -6.3923 3.1960  0.2211
H -0.8669 -5.9642 2.4894  0.1870
H -1.3234 -5.3339 4.1086  0.1921
H -3.3372 -2.3591 1.4246  0.2469
H -2.0431 -0.3138 0.8236  0.2405
H 3.6553 3.0655 2.9937  0.2296
H 5.5282 1.4307 2.5754  0.2360
H 5.0515 -0.7549 1.4910  0.2359
H 2.7075 -1.2705 0.6728  0.2238
H -2.2800 0.9388 2.5618  0.2330
H -2.7774 3.1763 3.5815  0.2365
H -0.9483 4.7524 4.1231  0.2359
H 1.4389 4.1507 3.5626  0.2288
H 1.5501 -2.1619 2.3351  0.2237
H 0.3198 -4.2097 2.8559  0.2420

Output
Strongest force on any atom: 1.587 eV/Å
ΔE to the lowest compared entry with this formula, charge and spin: 0.000 eV
E_tot: -50580.7993 eV
Spin multiplicity: 1
HOMO: -10.12 eV
LUMO level: -5.15 eV
Orbital gap: 5.0 eV
Net charge: +1

C9H9N2O2 | wB97M-V/def2-TZVPD

Each line ends with the natural charge from an NBO analysis.
CARTESIAN COORDINATES (ANGSTROEM)
C -0.8891 -0.7749 2.7816  -0.0826
C 0.2649 -1.5288 2.8381  -0.1932
C -1.4649 -0.3689 1.5952  -0.1915
C 0.9685 -1.7743 1.6345  -0.0476
C -0.9019 -0.6934 0.3658  0.0255
C 0.3859 -1.3380 0.4281  -0.2860
C 1.7850 2.7993 -1.8451  0.8937
C -1.2786 -0.3637 -1.0738  0.2115
C 1.0492 -1.2914 -0.7911  0.2241
N 2.4235 3.6596 -1.3683  -0.6939
N 0.1520 -0.6594 -1.7545  -0.6731
O 1.3084 1.8507 -2.2741  -0.5826
O -1.6630 0.9802 -1.1675  -0.6659
H -1.3729 -0.4729 3.5975  0.2239
H 0.5748 -1.7594 3.7722  0.2354
H -2.4703 0.2272 1.7289  0.2497
H 1.8774 -2.2488 1.3348  0.2604
H -2.0250 -0.9243 -1.5035  0.2023
H -2.1127 1.0615 -2.0518  0.4923
H 2.9117 4.3912 -1.7968  0.4390
H -0.0747 -1.1745 -2.5608  0.4442
H 0.5519 0.4029 -1.8894  0.5143

Output
Strongest force on any atom: 4.909 eV/Å
ΔE to the lowest compared entry with this formula, charge and spin: 4.741 eV
E_tot: -16543.2596 eV
Spin multiplicity: 1
HOMO: -12.87 eV
LUMO level: -5.15 eV
Orbital gap: 7.7 eV
Net charge: +1